{"formula": "C17H35IrN2O3PS", "method": "the ωB97M-V functional and the def2-TZVPD basis", "elements": ["Ir", "C", "O", "C", "O", "C", "O", "C", "P", "H", "H", "C", "H", "C", "H", "H", "H", "C", "H", "C", "H", "H", "C", "H", "H", "H", "C", "H", "H", "H", "C", "H", "H", "H", "C", "H", "H", "H", "H", "H", "C", "N", "C", "C", "S", "N", "C", "C", "H", "H", "H", "H", "H", "H", "H", "H", "H", "H", "H", "H"], "coordinates": [[0.366, 0.010, -0.059], [0.077, 1.493, 1.107], [0.048, 2.248, 2.012], [1.619, -0.909, 1.057], [2.144, -1.567, 1.846], [-0.088, -1.496, -1.107], [-0.248, -2.566, -1.511], [2.697, 2.349, -0.743], [1.475, 1.290, -1.567], [0.390, 2.401, -3.300], [2.081, 3.098, -0.221], [2.230, 0.320, -2.904], [2.805, 1.098, -3.423], [3.536, 3.036, -1.814], [2.923, 3.507, -2.593], [4.242, 2.338, -2.286], [4.111, 3.823, -1.318], [3.557, 1.637, 0.306], [4.240, 0.903, -0.141], [-1.224, 1.508, -2.140], [2.963, 1.135, 1.080], [4.158, 2.410, 0.802], [-0.019, 3.661, -1.582], [-1.419, 1.247, -1.076], [-2.042, 2.136, -2.510], [-1.207, 0.565, -2.694], [0.100, 2.289, -2.250], [-0.870, 4.184, -2.031], [0.877, 4.275, -1.732], [-0.211, 3.569, -0.503], [1.202, -0.276, -3.871], [0.565, -1.023, -3.378], [1.762, -0.783, -4.666], [0.572, 0.492, -4.331], [3.190, -0.752, -2.371], [2.671, -1.499, -1.753], [4.020, -0.325, -1.797], [3.614, -1.275, -3.236], [-4.068, 3.338, -2.193], [-4.555, 2.994, -1.743], [-1.311, -0.411, 4.128], [-2.016, -1.678, 3.851], [-2.726, -2.266, 4.994], [-2.029, -2.153, 2.581], [-1.623, -0.990, 1.313], [-2.560, -3.316, 2.133], [-3.564, -4.201, 2.741], [-2.305, -3.689, 0.736], [-1.434, -0.201, 5.184], [-1.690, 0.441, 3.543], [-0.240, -0.492, 3.892], [-3.836, -2.242, 4.825], [-2.386, -3.324, 5.111], [-2.452, -1.654, 5.877], [-4.464, -4.275, 2.080], [-3.104, -5.210, 2.797], [-3.839, -3.821, 3.757], [-2.615, -2.934, -0.004], [-1.236, -3.871, 0.568], [-2.851, -4.597, 0.532]], "mulliken_charge": [1.316, 0.155, -0.365, 0.310, -0.341, 0.160, -0.372, 0.608, -1.030, 0.872, 0.633, 0.230, 0.742, -1.504, 0.460, 0.447, 0.444, -1.139, 0.307, -1.197, 0.233, 0.464, -1.514, 0.423, 0.381, 0.228, 0.244, 0.477, 0.419, 0.308, -1.131, 0.149, 0.466, 0.405, -1.178, 0.221, 0.243, 0.495, -0.024, 0.056, -0.776, 0.070, -1.002, 0.651, -0.027, 0.191, -0.836, -1.164, 0.341, 0.407, 0.293, 0.458, 0.482, 0.350, 0.398, 0.442, 0.270, 0.468, 0.429, 0.450], "energy_ha": -1845.972133, "gap_ev": [6.2, 4.7], "lumo_energy_ev": [-13.1146, -17.7562], "spin_multiplicity": 6, "charge": 4, "max_force_ev_per_a": 6.64, "s2": 8.815}

{"formula": "F24KP4", "method": "the ωB97M-V functional and the def2-TZVPD basis", "elements": ["K", "P", "F", "F", "F", "F", "F", "F", "P", "F", "F", "F", "F", "F", "F", "P", "F", "F", "F", "F", "F", "F", "P", "F", "F", "F", "F", "F", "F"], "coordinates": [[-0.523, -0.320, -0.389], [0.773, -0.428, -3.719], [0.142, -1.248, -5.040], [2.173, -1.184, -3.911], [1.395, 0.760, -4.662], [1.406, 0.206, -2.434], [-0.562, 0.480, -3.593], [0.119, -1.495, -2.725], [2.615, -1.518, 1.441], [3.439, -1.144, 2.806], [2.657, 0.051, 1.056], [4.111, -1.826, 0.913], [1.830, -1.935, 0.040], [2.501, -3.146, 1.886], [1.207, -1.227, 2.222], [-2.690, -1.212, 2.735], [-1.307, -0.612, 2.101], [-2.124, -0.989, 4.312], [-3.242, 0.311, 2.541], [-4.180, -1.705, 3.304], [-3.129, -1.485, 1.181], [-2.186, -2.704, 2.917], [-0.577, 3.205, -0.461], [-1.150, 2.315, -1.659], [0.764, 2.432, -0.294], [0.036, 4.272, -1.450], [-0.262, 4.066, 0.957], [-2.003, 3.962, -0.576], [-1.232, 2.120, 0.501]], "mulliken_charge": [0.972, 1.238, -0.403, -0.363, -0.394, -0.321, -0.345, -0.382, 1.240, -0.295, -0.297, -0.309, -0.357, -0.391, -0.280, 1.263, -0.346, -0.381, -0.331, -0.369, -0.360, -0.315, 1.203, -0.230, -0.251, -0.325, -0.297, -0.341, -0.232], "energy_ha": -4363.033179, "gap_ev": [11.8, 2.5], "lumo_energy_ev": [4.6983, -4.2490], "relative_energy_kcal_mol": 9.4, "spin_multiplicity": 2, "charge": -2, "max_force_ev_per_a": 2.84, "s2": 0.753}

{"formula": "C37H37N4O3P2Tl", "method": "the ωB97M-V functional and the def2-TZVPD basis", "elements": ["Tl", "C", "P", "C", "C", "C", "C", "C", "C", "C", "C", "C", "C", "C", "C", "C", "C", "C", "C", "C", "P", "C", "C", "C", "C", "C", "C", "C", "C", "C", "C", "C", "C", "N", "H", "H", "H", "H", "H", "H", "H", "H", "H", "H", "H", "H", "H", "H", "H", "H", "H", "H", "H", "H", "H", "H", "H", "H", "H", "H", "C", "O", "C", "O", "N", "N", "H", "H", "H", "H", "H", "H", "O", "N", "C", "C", "C", "C", "C", "H", "H", "H", "H", "H"], "coordinates": [[-0.132, -0.963, -0.903], [-2.060, 2.987, 0.066], [-2.986, 1.369, 0.326], [-4.477, 1.767, -0.660], [-4.628, 1.067, -1.857], [-5.714, 1.310, -2.685], [-6.666, 2.247, -2.313], [-6.521, 2.949, -1.124], [-5.429, 2.719, -0.302], [-3.597, 1.557, 2.038], [-4.820, 0.983, 2.390], [-5.243, 0.982, 3.709], [-4.445, 1.536, 4.699], [-3.227, 2.105, 4.361], [-2.799, 2.103, 3.041], [-0.648, 2.908, 0.506], [0.003, 3.775, 1.456], [1.292, 3.355, 1.530], [1.412, 2.246, 0.619], [2.670, 1.535, 0.277], [2.589, -0.365, 0.368], [3.508, -0.713, 1.918], [2.999, -1.786, 2.652], [3.624, -2.217, 3.812], [4.780, -1.585, 4.246], [5.281, -0.503, 3.537], [4.646, -0.061, 2.386], [3.854, -0.696, -0.931], [5.135, -0.149, -0.965], [5.973, -0.400, -2.040], [5.547, -1.196, -3.094], [4.275, -1.745, -3.072], [3.437, -1.492, -1.996], [0.222, 1.984, 0.030], [-2.587, 3.813, 0.543], [-2.101, 3.096, -1.022], [-3.876, 0.338, -2.139], [-5.822, 0.771, -3.617], [-7.520, 2.436, -2.949], [-7.263, 3.684, -0.840], [-5.320, 3.281, 0.617], [-5.445, 0.541, 1.623], [-6.196, 0.540, 3.969], [-4.769, 1.526, 5.731], [-2.602, 2.544, 5.128], [-1.834, 2.525, 2.793], [-0.461, 4.606, 1.962], [2.096, 3.770, 2.115], [3.485, 1.905, 0.897], [2.886, 1.726, -0.777], [2.101, -2.273, 2.288], [3.212, -3.043, 4.379], [5.287, -1.928, 5.138], [6.171, 0.004, 3.885], [5.055, 0.798, 1.871], [5.484, 0.495, -0.171], [6.960, 0.042, -2.065], [6.200, -1.368, -3.939], [3.930, -2.351, -3.899], [2.430, -1.892, -1.993], [-0.101, -1.450, 4.322], [-0.845, -2.405, 3.553], [-0.883, -2.177, 2.237], [-0.314, -1.242, 1.698], [-1.666, -3.114, 1.649], [-1.882, -3.159, 0.281], [-0.244, -1.733, 5.360], [-0.479, -0.446, 4.146], [0.953, -1.483, 4.051], [-2.038, -3.840, 2.241], [-2.860, -3.001, 0.068], [-1.589, -4.051, -0.097], [1.264, -3.195, 0.177], [1.957, -4.115, -0.412], [3.077, -4.606, 0.166], [3.811, -5.609, -0.427], [3.414, -6.133, -1.648], [2.278, -5.607, -2.243], [1.573, -4.606, -1.614], [3.354, -4.152, 1.104], [4.692, -5.978, 0.077], [3.978, -6.922, -2.121], [1.928, -5.974, -3.197], [0.689, -4.151, -2.036]], "mulliken_charge": [1.043, -0.753, 0.642, 0.225, -0.431, -0.541, -0.471, -0.719, -0.177, 0.458, -0.642, -0.679, -0.485, -0.643, -0.245, 0.231, -0.838, -1.136, 0.241, -0.700, 0.844, 0.384, -0.964, -0.996, -0.685, -0.864, -0.321, 0.790, -0.206, -0.814, -0.571, -0.725, 0.111, -0.207, 0.467, 0.511, 0.336, 0.404, 0.391, 0.400, 0.369, 0.468, 0.406, 0.405, 0.434, 0.130, 0.538, 0.507, 0.255, 0.490, 1.394, 0.477, 0.416, 0.417, 0.256, 0.152, 0.427, 0.401, 0.445, -0.282, -0.216, -0.528, 0.498, -0.093, -0.087, -0.470, 0.284, 0.128, -0.024, 0.234, 0.268, 0.222, -0.192, 0.159, 0.039, -0.922, -0.306, -0.892, -0.096, 0.448, 0.440, 0.430, 0.434, 0.474], "energy_ha": -2731.817673, "gap_ev": [8.0, 6.6], "lumo_energy_ev": [-2.1733, -3.7061], "relative_energy_kcal_mol": 10.0, "spin_multiplicity": 2, "charge": 1, "max_force_ev_per_a": 1.33, "s2": 0.762}